Here is a structure of composition C23H32N6O5W from OMol25. Energies are from wB97M-V/def2-TZVPD.

ORCA input file:
```
! wB97M-V def2-TZVPD RIJCOSX def2/J DEFGRID3
* xyz 2 3
W -0.502 0.270 0.035
C 4.151 -0.711 0.054
N 3.364 -1.216 1.190
C 4.073 -1.886 2.290
C 2.045 -1.073 1.181
N 1.369 -0.616 0.148
N 1.371 -1.454 2.333
C 0.013 -1.514 2.532
N -0.380 -2.243 3.574
N -0.828 -0.870 1.759
H 5.188 -0.646 0.364
H 3.817 0.291 -0.215
H 4.081 -1.381 -0.805
H 5.119 -1.966 2.016
H 3.704 -2.902 2.436
H 4.012 -1.306 3.212
H 1.936 -0.501 -0.685
H 1.944 -1.838 3.069
H 0.257 -2.809 4.110
H -1.350 -2.279 3.845
H -1.800 -1.065 1.982
C -1.760 2.173 2.776
C -2.652 2.584 1.606
C -3.210 1.414 0.807
C -1.995 3.658 0.766
C -2.446 4.970 0.828
C -1.807 5.967 0.101
C -0.708 5.658 -0.682
C -0.211 4.356 -0.777
C 0.970 4.075 -1.681
C 2.100 3.272 -1.035
C 0.527 3.441 -3.000
C -0.895 3.409 -0.043
O -0.433 2.083 -0.133
H -2.242 1.416 3.400
H -1.548 3.039 3.402
H -0.784 1.784 2.462
H -3.541 3.038 2.052
H -2.476 0.809 0.227
H -3.884 1.748 0.018
H -3.734 0.695 1.439
H -3.301 5.209 1.448
H -2.165 6.986 0.150
H -0.209 6.441 -1.239
H 1.380 5.061 -1.911
H 1.862 2.205 -0.990
H 2.329 3.622 -0.027
H 3.004 3.377 -1.637
H 0.050 2.473 -2.827
H 1.389 3.280 -3.650
H -0.179 4.080 -3.529
O -1.185 -1.484 -0.989
C -0.830 -1.024 -2.128
O -0.269 0.135 -2.060
C -1.034 -1.728 -3.385
C -1.501 -3.041 -3.360
C -1.688 -3.720 -4.551
C -1.411 -3.046 -5.724
C -0.959 -1.743 -5.781
C -0.761 -1.074 -4.585
N -1.611 -3.772 -7.013
O -1.919 -4.939 -6.940
O -1.436 -3.141 -8.029
H -1.716 -3.524 -2.417
H -2.039 -4.741 -4.585
H -0.772 -1.280 -6.738
H -0.402 -0.054 -4.581
*
```

Kohn-Sham gap (spin up / spin down) in Eh: 0.270 / 0.264
<S²>: 2.01
E in eV: -45359.6344

Charges in e, computed with Löwdin, in the same order as the atoms: atom 1 (W): 1.73, atom 2 (C): 0.01, atom 3 (N): -0.11, atom 4 (C): 0.00, atom 5 (C): -0.36, atom 6 (N): 0.02, atom 7 (N): 0.19, atom 8 (C): -0.42, atom 9 (N): 0.23, atom 10 (N): -0.01, atom 11 (H): 0.10, atom 12 (H): 0.10, atom 13 (H): 0.11, atom 14 (H): 0.10, atom 15 (H): 0.11, atom 16 (H): 0.11, atom 17 (H): 0.09, atom 18 (H): 0.14, atom 19 (H): 0.14, atom 20 (H): 0.14, atom 21 (H): 0.11, atom 22 (C): -0.06, atom 23 (C): -0.35, atom 24 (C): -0.04, atom 25 (C): -0.14, atom 26 (C): -0.01, atom 27 (C): -0.03, atom 28 (C): 0.00, atom 29 (C): -0.13, atom 30 (C): -0.35, atom 31 (C): -0.06, atom 32 (C): -0.04, atom 33 (C): -0.18, atom 34 (O): -0.29, atom 35 (H): 0.08, atom 36 (H): 0.10, atom 37 (H): 0.05, atom 38 (H): 0.15, atom 39 (H): 0.00, atom 40 (H): 0.12, atom 41 (H): 0.10, atom 42 (H): 0.13, atom 43 (H): 0.12, atom 44 (H): 0.13, atom 45 (H): 0.14, atom 46 (H): 0.04, atom 47 (H): 0.09, atom 48 (H): 0.09, atom 49 (H): 0.06, atom 50 (H): 0.09, atom 51 (H): 0.09, atom 52 (O): -0.10, atom 53 (C): -0.52, atom 54 (O): -0.11, atom 55 (C): -0.14, atom 56 (C): 0.03, atom 57 (C): 0.04, atom 58 (C): -0.10, atom 59 (C): 0.04, atom 60 (C): 0.03, atom 61 (N): -0.34, atom 62 (O): 0.11, atom 63 (O): 0.11, atom 64 (H): 0.13, atom 65 (H): 0.13, atom 66 (H): 0.13, atom 67 (H): 0.13